(1)
42
Properties=species:S:1:pos:R:3 method="wB97M-V/def2-TZVPD" e_homo_ev="-14.883 / -14.882" orbital_gap_ev="5.372 / 5.858" relative_energy_kcal_mol=5.7 charge=+2
Sn 0.36 1.32 -1.67
Se -5.52 -2.96 1.24
N -4.76 -2.89 -0.36
C -3.81 -1.99 -0.29
C -2.96 -1.63 -1.42
C -3.08 -2.21 -2.69
C -2.24 -1.80 -3.70
C -1.28 -0.82 -3.43
N -1.16 -0.28 -2.22
C -1.98 -0.66 -1.23
C -1.81 -0.01 0.07
N -0.84 0.93 0.16
C -0.66 1.59 1.31
C -1.45 1.34 2.42
C -2.43 0.38 2.35
C -2.63 -0.31 1.15
C -3.65 -1.34 0.97
N -4.46 -1.71 1.92
H -3.84 -2.96 -2.86
H -2.30 -2.22 -4.70
H -0.60 -0.48 -4.20
H 0.13 2.33 1.33
H -1.28 1.90 3.33
H -3.06 0.15 3.20
C 4.45 1.46 0.34
C 3.27 2.38 0.00
C 3.11 3.59 0.90
O 2.10 1.66 -0.14
H 5.37 2.05 0.33
H 4.55 0.65 -0.38
H 4.32 1.06 1.35
H 3.47 2.73 -1.04
H 2.96 3.26 1.94
H 2.27 4.20 0.59
H 4.01 4.20 0.88
O 1.24 -1.07 -1.28
N 2.22 -1.43 -0.65
C 2.34 -1.84 0.57
C 1.16 -1.89 1.38
N 0.21 -1.94 2.03
C 3.62 -2.22 1.06
N 4.66 -2.52 1.46

(2)
89
Properties=species:S:1:pos:R:3 method="wB97M-V/def2-TZVPD" e_homo_ev=-7.481 orbital_gap_ev=8.598 relative_energy_kcal_mol=3.9 charge=-1
C 6.95 2.62 -3.46
C 5.83 1.53 -3.40
C 4.85 1.77 -2.26
C 4.06 0.52 -2.01
N 3.02 0.62 -0.92
C 1.99 1.76 -1.10
C 2.51 2.83 -0.06
C 3.62 2.22 0.81
C 3.58 0.73 0.39
C 2.14 -0.71 -1.06
C 2.80 -1.99 -0.49
C 1.86 -3.22 -0.65
H 6.68 3.60 -3.82
H 7.82 2.38 -4.19
H 7.37 2.59 -2.53
H 6.53 0.62 -3.20
H 5.29 1.32 -4.37
H 4.22 2.73 -2.34
H 5.47 2.08 -1.45
H 4.93 -0.09 -1.82
H 3.44 0.12 -2.90
H 0.95 1.49 -0.85
H 2.16 2.09 -2.08
H 1.61 3.15 0.45
H 2.78 3.65 -0.64
H 3.45 2.26 1.89
H 4.67 2.56 0.76
H 2.95 0.28 0.97
H 4.33 0.21 0.41
H 1.68 -0.82 -1.97
H 1.27 -0.59 -0.38
H 2.99 -1.86 0.49
H 3.71 -2.23 -1.04
H 1.42 -3.16 0.40
H 2.26 -4.17 -0.82
H 1.06 -3.05 -1.35
O -2.28 4.01 4.02
C -2.45 3.29 3.08
O -2.40 3.67 1.88
B -2.73 2.64 0.97
O -3.30 1.57 1.86
C -3.15 2.00 3.02
O -3.75 1.37 3.82
O -1.65 2.23 0.16
C -1.98 2.36 -1.00
O -1.41 2.00 -2.05
C -3.23 2.89 -1.05
O -3.86 3.08 0.04
O -3.75 3.26 -2.11
O -3.20 -0.83 -2.55
C -2.44 -1.34 -1.72
O -2.41 -0.67 -0.59
B -1.97 -1.56 0.45
O -1.86 -2.88 -0.26
C -2.07 -2.64 -1.46
O -2.02 -3.41 -2.37
O -2.89 -1.57 1.56
C -2.20 -1.25 2.53
O -2.65 -1.22 3.66
C -0.92 -0.83 2.24
O -0.69 -1.12 0.99
O -0.15 -0.10 2.86
O 1.44 -0.54 5.26
H 0.85 -0.51 6.05
H 1.13 -0.10 4.59
O -5.68 -1.42 1.27
H -4.76 -1.43 1.50
H -5.98 -1.01 2.07
O -3.34 -5.77 -2.62
H -3.24 -4.81 -2.84
H -3.38 -6.32 -3.40
O -6.08 -1.08 -2.52
H -5.33 -1.33 -2.03
H -5.99 -0.36 -3.10
O -0.70 -5.97 -1.40
H -1.62 -5.87 -1.52
H -0.61 -5.36 -0.60
O -1.47 -0.66 6.11
H -1.82 -0.72 5.20
H -1.89 0.22 6.48
O -5.88 -0.65 3.82
H -5.82 0.21 3.70
H -4.97 -0.76 3.88
O 0.31 2.30 4.05
H 0.04 1.57 3.45
H 0.27 3.01 3.18
O -2.15 -0.36 -5.01
H -1.51 -1.05 -4.75
H -2.66 -0.05 -4.23